A molecular structure, C6H17BGaNO5PS, computed with ωB97M-V with the def2-TZVPD basis set.

ORCA input file:
```
! wB97M-V def2-TZVPD RIJCOSX def2/J DEFGRID3
* xyz -1 1
H 1.6932 -1.3554 -2.7766
H 1.3847 -1.4909 3.5117
B 1.3245 0.4197 2.6468
C 0.7216 -1.2044 -2.1003
P -2.0896 -0.3969 3.2073
H -0.1723 -1.8296 -2.5315
H -1.8636 2.9098 -4.2929
C 0.3139 0.3816 -2.2326
H -1.6249 1.0353 -4.3775
H -1.0480 2.1989 -5.8622
O 2.1549 1.5802 2.2509
C -1.1555 2.0628 -4.6875
H 0.2018 -2.5859 1.2889
C -0.0633 -1.7478 0.4869
H 1.6136 -2.7638 -0.6853
C 0.3277 2.1454 -3.9192
H 0.5598 0.9210 -1.2235
O -1.6280 0.3464 4.7534
O -2.1925 -2.1437 3.5111
O 1.0341 0.9656 -3.3778
S -3.8083 0.3742 2.7081
H -1.4118 -2.4375 4.0827
N 1.5869 -0.5127 3.8187
H -0.8648 0.4298 -2.3806
H -0.8810 1.0001 4.6105
H 2.5449 -0.4045 4.2184
H -1.0439 -2.1373 -0.0683
H -0.8198 1.2274 0.5735
H 2.1036 -1.0143 -0.1776
Ga -0.4300 0.0054 1.5430
O 0.8625 3.3966 -3.8697
H 1.4868 2.2814 1.9259
C 1.1829 -1.6568 -0.5747
*
```

HOMO level   -4.44 eV
Orbital gap   0.2648 Ha
ΔE to the lowest compared entry with this formula, charge and spin   117.81 kcal per mole
Total energy   -91402.396 eV

---

A single C5H9N molecule, computed with ωB97M-V with the def2-TZVPD basis set.

ORCA input file:
```
! wB97M-V def2-TZVPD RIJCOSX def2/J DEFGRID3
* xyz 0 1
C 1.7076 1.5740 1.0400
C 1.1856 1.1767 -0.1412
H -0.6068 -2.8634 -0.1436
H -1.9521 -1.6926 -0.5217
C -1.1037 -1.9420 0.1584
H -1.4723 -2.2066 1.1491
H 1.3478 1.2178 2.0016
H 0.5350 -0.9498 1.1887
H 1.7227 1.5409 -1.0150
H -1.6724 0.0492 -1.5099
C 0.0010 0.3127 -0.3495
H -1.0972 1.5858 -1.6693
H 2.3576 2.4086 0.8757
C -0.0678 -0.8648 0.2971
N -0.8851 0.6535 -1.3602
*
```

HOMO level   -7.62 eV
Orbital gap   0.3204 Ha
ΔE to the lowest compared entry with this formula, charge and spin   35.01 kcal per mole
Total energy   -6819.477 eV
SMILES   C=C/C(N)=C/C

---

10 unconnected molecules or ions with the total composition C5H32N2O9S, computed with ωB97M-V with the def2-TZVPD basis set.

ORCA input file:
```
! wB97M-V def2-TZVPD RIJCOSX def2/J DEFGRID3
* xyz 0 1
H 0.1930 0.0820 -0.1482
H 2.3355 0.8598 -2.0720
H 2.2308 -0.7457 2.1037
O 0.2746 3.5143 1.6796
O -2.5921 2.6533 1.7213
C -0.2731 -1.8029 -1.6400
O -0.1813 0.1499 -3.9825
H -2.3132 -1.3401 -0.9380
H 0.1861 -1.4950 2.3648
H -1.3648 1.0460 2.9499
O 3.5128 0.1086 -0.9145
H 1.6417 0.9472 0.5528
H 0.0959 -2.3854 -0.7900
H 1.0876 -4.1323 1.3263
H 3.1388 -0.4043 -0.2113
O 2.3644 -1.0612 1.2022
O 0.8157 -3.2515 1.3267
H 0.6964 3.7678 2.4008
H -2.2735 1.7984 -0.7413
C -0.7373 0.3813 2.2291
H -2.5209 0.4046 1.0957
H -0.9285 -1.2332 3.5525
N -0.2221 -0.7774 2.9926
S -0.7762 -3.0395 -2.9045
C -1.3811 -0.8385 -1.3026
C -0.9014 0.1962 -0.2673
H -1.6804 2.9552 1.6808
H 0.6642 -1.2269 -1.9643
O -1.8118 -2.9496 1.1075
H 2.7801 1.8697 0.0574
H 4.2926 -0.3985 -1.2467
H -1.7088 -0.2811 -2.1956
O 1.8320 1.8268 0.2819
H -0.9533 1.7045 -1.7567
N -1.5539 -0.0477 1.0656
H -0.6366 2.3498 -0.1802
H 0.8552 2.9717 1.1336
H -2.2055 -3.1269 0.1720
O 1.6149 1.3409 -2.3684
H -0.1615 -3.2753 1.2137
H -0.1024 0.6730 -4.7139
H -0.9008 -2.1882 -3.9490
H 0.1411 1.0077 1.9041
H -1.8417 -2.0021 1.1596
H 1.8256 -1.9271 1.1606
C -1.2121 1.6243 -0.7630
H 0.4647 0.5539 -3.3362
H 1.2795 1.7342 -1.5694
H -3.0888 3.4097 1.5211
*
```

HOMO level   -8.64 eV
Orbital gap   0.3276 Ha
ΔE to the lowest compared entry with this formula, charge and spin   43.11 kcal per mole
Total energy   -37947.786 eV
SMILES   C[C@H](CCS)NCN.O.O.O.O.O.O.O.O.O

---

A molecular structure, C3H5NO2S, computed with ωB97M-V with the def2-TZVPD basis set.

ORCA input file:
```
! wB97M-V def2-TZVPD RIJCOSX def2/J DEFGRID3
* xyz 0 1
C -0.6818 -0.0033 0.5052
S -1.5355 0.5477 -1.7068
H 2.4317 -0.6394 0.8870
H -0.2848 -0.1264 1.4721
H -2.6291 -0.9280 0.0020
H 1.1806 0.5029 0.9369
H -2.9415 0.6543 0.3077
O 2.6720 -0.7980 -1.4762
O 1.9706 0.1783 -0.8096
C -0.1265 0.4076 -0.6652
C -2.1569 -0.0199 -0.0118
N 2.1014 0.2244 0.5587
*
```

HOMO level   -8.61 eV
Orbital gap   0.2469 Ha
ΔE to the lowest compared entry with this formula, charge and spin   256.82 kcal per mole
Total energy   -19601.375 eV